1.
Molecular formula: C26H18BrCsF6N2O6S3Sb
Method: DFT, ωB97M-V/def2-TZVPD

Calculated values
HOMO level = -6.320 eV
energy relative to the best compared isomer or geometry (same formula, charge and spin) = 0.0 kcal per mole
DFT total energy = -6190.83241 Ha
HOMO-LUMO gap = 8.20 eV
total charge = -1

Cartesian coordinates (Å):
Cs (-0.38966, -2.57909, 0.61016)
F (-0.95084, 2.09958, 4.31589)
C (-0.19249, 1.04009, 4.58042)
F (-0.32110, 0.72615, 5.86894)
F (1.08782, 1.37160, 4.35605)
S (-0.62431, -0.37024, 3.48123)
O (-0.51274, 0.18476, 2.15811)
O (0.27814, -1.44271, 3.81518)
N (-2.09235, -0.56472, 3.99562)
S (-3.15595, -1.55997, 3.43456)
O (-4.47858, -1.08348, 3.69232)
O (-2.86290, -2.11758, 2.13234)
C (-2.98488, -3.01146, 4.55458)
F (-3.25886, -2.68114, 5.81649)
F (-3.83453, -3.97184, 4.17860)
F (-1.74682, -3.50592, 4.50659)
S (-3.07491, 2.00019, 0.62960)
Sb (-1.49707, 2.32418, -0.91194)
C (-0.83347, 4.33407, -0.98265)
C (-1.44052, 5.26611, -0.15142)
C (-1.01486, 6.58893, -0.17050)
C (0.01346, 6.97404, -1.01804)
C (0.62500, 6.04072, -1.84657)
C (0.20420, 4.71899, -1.82749)
C (0.35880, 1.31659, -0.75715)
C (0.69958, 0.22031, -1.53871)
C (1.94183, -0.39318, -1.39592)
C (2.84759, 0.10243, -0.47174)
C (2.51389, 1.20077, 0.31130)
C (1.27496, 1.80657, 0.17271)
C (-2.11981, 1.98623, -2.91116)
C (-2.42081, 0.70525, -3.36431)
C (-2.87358, 0.51098, -4.66123)
C (-3.04092, 1.59771, -5.50738)
C (-2.76071, 2.87873, -5.05544)
C (-2.30068, 3.07507, -3.75993)
H (-2.24041, 4.94734, 0.50904)
H (-1.48376, 7.31733, 0.47880)
H (0.34550, 8.00468, -1.03145)
H (1.43227, 6.34247, -2.50197)
H (0.69061, 3.98931, -2.46610)
H (-0.00020, -0.17999, -2.26368)
H (2.17779, -1.27730, -1.97466)
H (3.80965, -0.37832, -0.34953)
H (3.21364, 1.57676, 1.04682)
H (1.01726, 2.64630, 0.80805)
H (-2.32998, -0.14822, -2.70232)
H (-3.10402, -0.48852, -5.00683)
H (-3.39841, 1.44611, -6.51792)
H (-2.90294, 3.72921, -5.71036)
H (-2.08396, 4.07906, -3.41574)
Br (6.74210, -5.22417, 0.70297)
C (4.96990, -5.90912, 0.65619)
C (4.72035, -7.17515, 1.15780)
N (3.50305, -7.71106, 1.15675)
C (2.50621, -6.97982, 0.65683)
C (2.66710, -5.70486, 0.12870)
C (3.94074, -5.15773, 0.12519)
C (1.48431, -4.91862, -0.44122)
O (0.35117, -5.39026, -0.21961)
O (1.77952, -3.86467, -1.05517)
H (5.52513, -7.77199, 1.57154)
H (1.51526, -7.41599, 0.67097)
H (4.09016, -4.17144, -0.29221)

Forces on atoms 1 to 2 (eV/Å):
Cs 0.1 -0.1 -0.1
F 0.0 0.0 0.0

---

2.
Molecular formula: C26H19Br2N5O3Ti
Method: DFT, ωB97M-V/def2-TZVPD

Calculated values
HOMO level = -13.981 eV
DFT total energy = -7498.84232 Ha
HOMO-LUMO gap = 6.45 eV
total charge = +2

Cartesian coordinates (Å):
Ti (0.36397, 0.87409, -0.30954)
Br (4.72367, -4.36140, 2.20844)
C (3.81372, -2.78563, 1.74421)
C (4.53886, -1.62937, 1.43421)
C (3.89176, -0.45874, 1.09539)
C (2.50498, -0.43444, 1.02175)
O (1.86804, 0.69608, 0.67931)
C (1.76014, -1.59067, 1.35215)
C (0.34869, -1.48601, 1.54420)
N (-0.37458, -0.52035, 1.05643)
C (-1.61089, -0.15007, 1.65160)
C (-2.50234, -0.97589, 2.28420)
C (-3.63483, -0.43226, 2.92308)
C (-3.85377, 0.91810, 2.93843)
C (-2.95774, 1.79077, 2.27963)
C (-3.10507, 3.19766, 2.24808)
C (-2.19358, 3.96610, 1.57522)
C (-1.14011, 3.33931, 0.89987)
N (-0.96790, 2.02736, 0.91025)
C (-1.84715, 1.24395, 1.61417)
C (2.44023, -2.75920, 1.73470)
H (5.61956, -1.65606, 1.47219)
H (4.44843, 0.44241, 0.87662)
H (-0.10978, -2.19947, 2.22681)
H (-2.34971, -2.04775, 2.30013)
H (-4.32606, -1.09911, 3.41943)
H (-4.71042, 1.33369, 3.45277)
H (-3.94151, 3.65448, 2.76250)
H (-2.27649, 5.04252, 1.54151)
H (-0.42770, 3.92570, 0.33033)
H (1.87791, -3.64055, 2.01574)
C (-4.76679, -0.28292, -2.59362)
N (-3.37616, 0.14577, -2.48243)
C (-2.61126, 0.64620, -3.50342)
C (-1.40316, 0.94696, -2.96510)
N (-1.41800, 0.63515, -1.61723)
C (-2.63247, 0.14986, -1.37412)
H (-4.89312, -0.85978, -3.50576)
H (-5.42715, 0.58148, -2.61877)
H (-5.02127, -0.90871, -1.74258)
H (-2.98846, 0.75186, -4.50553)
H (-0.55037, 1.38278, -3.45215)
H (-2.99791, -0.21403, -0.42942)
Br (4.78056, 2.78154, -5.98584)
C (3.98655, 1.34959, -5.06794)
C (4.28423, 0.03344, -5.43199)
N (3.75550, -1.02599, -4.82933)
C (2.90970, -0.82672, -3.83264)
C (2.56158, 0.45318, -3.39736)
C (3.11132, 1.56993, -4.02961)
C (1.64760, 0.60978, -2.28666)
O (1.14675, -0.38418, -1.64997)
O (1.27826, 1.76967, -1.84528)
H (4.97257, -0.16142, -6.24585)
H (2.49141, -1.70433, -3.35440)
H (2.85820, 2.57124, -3.70748)

Forces on atoms 1 to 2 (eV/Å):
Ti 0.3 0.5 0.1
Br 0.0 0.1 0.0

---

- Which of these has the lowest DFT total energy?
  C26H19Br2N5O3Ti

---

Please write out number 2 again, unchanged.
Molecular formula: C26H19Br2N5O3Ti
Method: DFT, ωB97M-V/def2-TZVPD

Calculated values
HOMO level = -13.981 eV
DFT total energy = -7498.84232 Ha
HOMO-LUMO gap = 6.45 eV
total charge = +2

Cartesian coordinates (Å):
Ti (0.36397, 0.87409, -0.30954)
Br (4.72367, -4.36140, 2.20844)
C (3.81372, -2.78563, 1.74421)
C (4.53886, -1.62937, 1.43421)
C (3.89176, -0.45874, 1.09539)
C (2.50498, -0.43444, 1.02175)
O (1.86804, 0.69608, 0.67931)
C (1.76014, -1.59067, 1.35215)
C (0.34869, -1.48601, 1.54420)
N (-0.37458, -0.52035, 1.05643)
C (-1.61089, -0.15007, 1.65160)
C (-2.50234, -0.97589, 2.28420)
C (-3.63483, -0.43226, 2.92308)
C (-3.85377, 0.91810, 2.93843)
C (-2.95774, 1.79077, 2.27963)
C (-3.10507, 3.19766, 2.24808)
C (-2.19358, 3.96610, 1.57522)
C (-1.14011, 3.33931, 0.89987)
N (-0.96790, 2.02736, 0.91025)
C (-1.84715, 1.24395, 1.61417)
C (2.44023, -2.75920, 1.73470)
H (5.61956, -1.65606, 1.47219)
H (4.44843, 0.44241, 0.87662)
H (-0.10978, -2.19947, 2.22681)
H (-2.34971, -2.04775, 2.30013)
H (-4.32606, -1.09911, 3.41943)
H (-4.71042, 1.33369, 3.45277)
H (-3.94151, 3.65448, 2.76250)
H (-2.27649, 5.04252, 1.54151)
H (-0.42770, 3.92570, 0.33033)
H (1.87791, -3.64055, 2.01574)
C (-4.76679, -0.28292, -2.59362)
N (-3.37616, 0.14577, -2.48243)
C (-2.61126, 0.64620, -3.50342)
C (-1.40316, 0.94696, -2.96510)
N (-1.41800, 0.63515, -1.61723)
C (-2.63247, 0.14986, -1.37412)
H (-4.89312, -0.85978, -3.50576)
H (-5.42715, 0.58148, -2.61877)
H (-5.02127, -0.90871, -1.74258)
H (-2.98846, 0.75186, -4.50553)
H (-0.55037, 1.38278, -3.45215)
H (-2.99791, -0.21403, -0.42942)
Br (4.78056, 2.78154, -5.98584)
C (3.98655, 1.34959, -5.06794)
C (4.28423, 0.03344, -5.43199)
N (3.75550, -1.02599, -4.82933)
C (2.90970, -0.82672, -3.83264)
C (2.56158, 0.45318, -3.39736)
C (3.11132, 1.56993, -4.02961)
C (1.64760, 0.60978, -2.28666)
O (1.14675, -0.38418, -1.64997)
O (1.27826, 1.76967, -1.84528)
H (4.97257, -0.16142, -6.24585)
H (2.49141, -1.70433, -3.35440)
H (2.85820, 2.57124, -3.70748)

Forces on atoms 1 to 2 (eV/Å):
Ti 0.3 0.5 0.1
Br 0.0 0.1 0.0

---

- Which of these has the lowest total charge?
  C26H18BrCsF6N2O6S3Sb